1.
Here is C21H20N2O2 in the gas phase in a non-equilibrium geometry from OMol25. Energies are from ωB97M-V with the def2-TZVPD basis set.

Atoms and positions in Å:
C: 5.125 3.417 -0.999
N: 5.924 2.413 -0.320
C: 5.764 2.363 1.171
C: 6.034 1.130 -1.022
C: 4.756 0.452 -1.347
O: 3.997 -0.002 -0.252
C: 2.659 -0.165 -0.276
C: 1.988 -0.280 -1.483
C: 0.626 -0.474 -1.560
C: -0.142 -0.524 -0.377
C: -1.603 -0.703 -0.391
N: -2.376 -0.914 0.721
C: -3.702 -1.018 0.247
C: -3.673 -0.924 -1.104
C: -4.869 -1.226 -1.785
C: -6.071 -1.507 -1.103
C: -6.015 -1.621 0.295
C: -7.240 -1.786 0.956
C: -7.170 -1.937 2.451
C: -5.924 -1.847 3.138
C: -4.786 -1.501 2.418
C: -4.824 -1.438 0.991
O: -2.427 -0.647 -1.468
C: 0.555 -0.438 0.845
C: 1.950 -0.217 0.905
H: 5.337 3.373 -2.070
H: 4.085 3.239 -0.622
H: 5.345 4.512 -0.887
H: 6.579 2.048 1.787
H: 4.798 1.831 1.488
H: 5.736 3.396 1.519
H: 6.628 0.303 -0.544
H: 6.581 1.464 -1.973
H: 4.263 1.178 -1.990
H: 5.128 -0.392 -1.937
H: 2.533 -0.235 -2.415
H: 0.158 -0.642 -2.522
H: -4.832 -1.339 -2.906
H: -6.986 -1.627 -1.710
H: -8.206 -1.801 0.490
H: -8.220 -2.028 2.950
H: -5.981 -1.826 4.185
H: -3.841 -1.446 2.934
H: -0.029 -0.582 1.741
H: 2.365 -0.034 1.832

The energy comes out at -29173.9573 eV. Its SMILES is CN(C)CCOc1ccc(-c2nc3c(ccc4ccccc43)o2)cc1. The calculation puts the LUMO energy at 0.2 eV. The energy above the lowest of the compared OMol25 structures with the same formula, charge and spin is 3.535 eV. The HOMO energy comes out at -7.57 eV.

Here is what natural (NBO) gives for the atomic charges, in e: -0.43 -0.47 -0.42 -0.22 -0.10 -0.52 0.41 -0.32 -0.14 -0.17 0.51 -0.49 0.16 0.21 -0.23 -0.19 -0.09 -0.17 -0.21 -0.23 -0.17 -0.08 -0.41 -0.13 -0.28 0.21 0.18 0.21 0.21 0.18 0.20 0.21 0.21 0.18 0.18 0.22 0.22 0.22 0.23 0.21 0.22 0.21 0.23 0.24 0.22

***

2.
Here is C2H3N3OS in the gas phase in a non-equilibrium geometry from OMol25. Energies are from ωB97M-V with the def2-TZVPD basis set.

Atoms and positions in Å:
C: -0.127 -1.349 0.048
C: 2.007 -0.303 -0.094
N: 1.159 -1.149 -0.018
N: -0.992 -0.275 -0.057
N: -0.490 0.953 -0.081
O: -1.645 1.773 0.070
S: 3.416 0.420 -0.001
H: -0.247 -2.376 0.016
H: -1.949 -0.281 -0.002
H: -1.131 2.588 0.119

The energy comes out at -19470.9487 eV. The calculation puts the LUMO energy (alpha / beta) at 0.4 / 0.0 eV. The energy above the lowest of the compared OMol25 structures with the same formula, charge and spin is 4.138 eV. The HOMO energy (alpha / beta) comes out at -7.11 / -7.80 eV.

Here is what natural (NBO) gives for the atomic charges, in e: 0.07 0.24 -0.47 -0.30 -0.06 -0.59 0.00 0.22 0.41 0.49

***

3.
Here is 11 unconnected molecules or ions with the total composition C36H49FO33 in a non-equilibrium geometry from OMol25. Energies are from ωB97M-V with the def2-TZVPD basis set.

Atoms and positions in Å:
C: -2.917 -2.894 3.099
C: -3.995 -3.907 2.880
O: -5.009 -3.172 3.528
C: -4.499 -2.251 4.425
O: -5.219 -1.639 5.203
O: -3.203 -2.121 4.211
H: -2.702 -2.243 2.252
H: -1.971 -3.425 3.201
H: -3.942 -4.918 3.283
H: -4.112 -4.233 1.846
C: 2.982 -0.404 -4.689
C: 3.236 0.567 -5.765
O: 4.641 0.412 -5.925
C: 5.174 -0.626 -5.229
O: 6.338 -0.970 -5.117
O: 4.143 -1.202 -4.516
H: 2.065 -0.994 -4.711
H: 2.924 0.036 -3.694
H: 3.000 1.529 -5.312
H: 2.852 0.335 -6.758
C: -5.630 -2.476 -0.613
C: -4.835 -1.860 -1.779
O: -4.150 -0.711 -1.163
C: -4.253 -0.755 0.247
O: -3.783 0.059 1.032
O: -5.067 -1.840 0.562
H: -5.461 -3.549 -0.516
H: -6.710 -2.391 -0.738
H: -5.542 -1.489 -2.521
H: -4.073 -2.532 -2.173
C: 5.077 2.125 0.942
C: 3.700 2.604 1.484
O: 2.963 1.498 1.562
C: 3.749 0.379 1.599
O: 3.358 -0.779 1.739
O: 5.025 0.703 1.302
H: 5.859 2.671 1.470
H: 5.295 2.331 -0.107
H: 3.211 3.235 0.742
H: 3.805 3.073 2.462
C: 2.351 5.092 -1.115
C: 0.899 5.482 -1.403
O: 0.523 4.711 -2.538
C: 1.450 3.730 -2.687
O: 1.384 2.917 -3.563
O: 2.555 3.937 -1.826
H: 2.570 4.825 -0.081
H: 3.048 5.884 -1.387
H: 0.861 6.528 -1.707
H: 0.304 5.266 -0.515
C: 2.109 -5.404 -0.356
C: 3.118 -4.636 0.465
O: 3.193 -3.402 -0.323
C: 2.654 -3.607 -1.604
O: 2.712 -2.826 -2.563
O: 2.139 -4.816 -1.612
H: 1.073 -5.316 -0.030
H: 2.454 -6.431 -0.479
H: 4.095 -5.112 0.553
H: 2.629 -4.537 1.434
C: 1.217 3.765 3.652
C: 2.051 3.900 4.815
O: 2.391 5.289 4.814
C: 2.262 5.778 3.625
O: 2.580 6.912 3.287
O: 1.717 4.775 2.831
H: 0.159 3.850 3.901
H: 1.313 2.799 3.156
H: 2.909 3.230 4.762
H: 1.523 3.679 5.742
C: 0.755 -0.178 -1.524
C: -0.326 0.226 -0.558
C: 0.026 -0.197 0.849
O: -0.223 1.012 1.599
C: -0.418 2.095 0.786
O: -0.570 3.247 1.076
O: -0.387 1.626 -0.514
H: 1.734 0.296 -1.457
H: 0.515 -0.158 -2.587
H: 0.827 -1.262 -1.436
H: -1.295 -0.172 -0.858
H: 1.050 -0.564 0.928
H: -0.603 -1.050 1.103
C: -0.759 -2.845 -4.163
C: -1.630 -3.829 -3.394
C: -1.051 -5.248 -3.084
O: -1.444 -5.312 -1.724
C: -1.752 -4.118 -1.178
O: -2.004 -3.937 0.028
O: -1.689 -3.212 -2.096
H: -1.193 -1.871 -4.387
H: -0.613 -3.191 -5.186
H: 0.201 -2.712 -3.664
H: -2.598 -3.934 -3.884
H: 0.014 -5.237 -3.316
H: -1.553 -6.038 -3.644
C: -4.233 4.157 0.638
C: -3.855 4.907 -0.690
C: -2.587 4.573 -1.383
O: -2.968 4.348 -2.696
C: -4.232 4.247 -2.786
O: -4.870 3.966 -3.829
O: -4.837 4.419 -1.654
H: -5.277 4.323 0.901
H: -3.608 4.356 1.508
H: -4.037 3.090 0.523
H: -4.083 5.967 -0.578
H: -2.210 3.606 -1.051
H: -1.766 5.287 -1.323
C: 1.612 -3.373 4.914
C: 1.304 -2.338 3.885
O: 0.205 -1.552 4.380
C: 0.380 -1.591 5.730
O: -0.341 -0.921 6.496
O: 1.286 -2.595 6.063
F: 0.914 -2.947 2.762
H: 2.573 -3.889 4.906
H: 0.891 -4.188 4.983
H: 2.157 -1.725 3.593

The energy comes out at -108399.0832 eV. The calculation puts the LUMO energy (alpha / beta) at -3.2 / -9.5 eV. The spin multiplicity is 2. Its net charge is +1. The expectation value of S² is 0.75. The HOMO energy (alpha / beta) comes out at -12.01 / -12.01 eV.

Atom charges from the Löwdin analysis, given in e for atoms 1 to 99: -0.17 -0.13 0.05 -0.51 0.14 0.11 0.11 0.13 0.13 0.11 -0.17 -0.11 0.05 -0.49 0.14 0.04 0.12 0.12 0.12 0.14 -0.09 -0.08 0.00 -0.45 0.13 0.03 0.13 0.13 0.13 0.10 -0.04 -0.17 0.05 -0.48 0.12 0.09 0.13 0.13 0.11 0.13 -0.16 -0.11 0.05 -0.48 0.16 0.05 0.11 0.14 0.14 0.11 -0.13 -0.08 0.04 -0.49 0.11 0.06 0.13 0.14 0.14 0.12 -0.19 -0.12 0.11 -0.54 0.13 0.03 0.14 0.12 0.14 0.15 -0.01 -0.33 -0.06 0.07 -0.49 0.14 0.06 0.10 0.08 0.08 0.15 0.11 0.13 -0.02 -0.27 -0.05 0.06 -0.56 0.11 0.07 0.09 0.09 0.07 0.15 0.13 0.14 0.04 -0.19 -0.05

***

4.
Here is 2 unconnected molecules or ions with the total composition C3H5BN2O2 in a non-equilibrium geometry from OMol25. Energies are from ωB97M-V with the def2-TZVPD basis set.

Atoms and positions in Å:
B: -2.424 -0.219 0.081
C: 2.747 -0.754 0.075
C: 2.511 0.546 -0.262
C: 0.672 -0.454 0.348
N: 1.578 -1.369 0.444
N: 1.155 0.725 -0.092
O: -3.117 -1.095 -0.629
O: -2.793 0.875 0.742
H: 3.675 -1.289 0.072
H: 3.147 1.335 -0.608
H: 0.644 1.581 -0.233
H: -4.074 -1.021 -0.741
H: -3.721 1.139 0.803

The energy comes out at -10941.4982 eV. The calculation puts the LUMO energy (alpha / beta) at -0.6 / -0.5 eV. The energy above the lowest of the compared OMol25 structures with the same formula, charge and spin is 4.901 eV. The HOMO energy (alpha / beta) comes out at -8.55 / -7.98 eV.

Here is what natural (NBO) gives for the atomic charges, in e: 1.07 -0.10 -0.13 0.35 -0.54 -0.60 -0.94 -0.95 0.21 0.21 0.42 0.50 0.50

***

5.
Here is CH4NO3P in the gas phase in a non-equilibrium geometry from OMol25. Energies are from ωB97M-V with the def2-TZVPD basis set.

Atoms and positions in Å:
H: -2.318 -0.355 0.206
N: -1.346 -0.768 0.213
C: -0.530 0.195 0.461
P: 1.231 -0.172 0.122
O: 2.033 -0.262 1.353
O: 1.096 -1.514 -0.709
O: 1.851 0.976 -0.910
H: -0.812 1.086 0.830
H: 0.258 -1.700 -1.297
H: 2.798 0.922 -0.765

The energy comes out at -18024.4671 eV. Its SMILES is [H]/N=C/P(=O)(O)O. The calculation puts the LUMO energy at 0.1 eV. The energy above the lowest of the compared OMol25 structures with the same formula, charge and spin is 0.351 eV. The HOMO energy comes out at -10.57 eV.

Here is what natural (NBO) gives for the atomic charges, in e: 0.35 -0.58 -0.23 2.27 -1.07 -1.01 -0.97 0.18 0.55 0.51

***

6.
Here is a molecular structure, C22H33IrN9 in a non-equilibrium geometry from OMol25. Energies are from ωB97M-V with the def2-TZVPD basis set.

Atoms and positions in Å:
Ir: -0.080 -0.241 0.222
C: -3.395 0.402 -0.386
N: -3.067 1.803 -0.557
C: -4.123 2.792 -0.703
C: -3.364 4.090 -0.863
N: -1.966 3.691 -0.825
C: -0.946 4.737 -0.791
C: -1.818 2.326 -0.676
N: -0.711 1.643 -0.664
C: 0.491 2.246 -1.273
C: 1.414 1.192 -1.874
N: 1.793 0.162 -0.870
C: 2.943 -0.462 -0.907
N: 3.413 -1.202 0.148
C: 2.737 -1.331 1.422
C: 4.703 -1.818 -0.079
C: 5.063 -1.364 -1.466
N: 3.928 -0.567 -1.895
C: 3.957 -0.048 -3.263
H: -4.450 0.326 -0.140
H: -2.827 -0.016 0.435
H: -3.200 -0.160 -1.303
H: -4.767 2.784 0.178
H: -4.731 2.541 -1.575
H: -3.549 4.796 -0.052
H: -3.563 4.599 -1.811
H: -1.416 5.649 -0.435
H: -0.555 4.930 -1.793
H: -0.144 4.471 -0.112
H: 1.056 2.805 -0.522
H: 0.226 2.932 -2.077
H: 2.277 1.738 -2.224
H: 0.919 0.729 -2.730
H: 2.474 -0.342 1.799
H: 3.402 -1.827 2.124
H: 1.834 -1.933 1.307
H: 4.623 -2.906 0.009
H: 5.408 -1.482 0.687
H: 5.208 -2.188 -2.173
H: 5.975 -0.754 -1.506
H: 4.748 -0.566 -3.799
H: 4.191 1.016 -3.265
H: 3.011 -0.225 -3.761
N: -1.574 -2.534 2.146
C: -1.049 -1.491 2.895
C: -1.206 -1.578 4.284
C: -0.731 -0.576 5.090
C: -0.095 0.527 4.507
C: 0.027 0.553 3.154
N: -0.432 -0.441 2.338
C: -1.612 -2.887 0.807
C: -2.263 -4.087 0.493
C: -2.344 -4.497 -0.813
C: -1.769 -3.708 -1.816
C: -1.152 -2.554 -1.446
N: -1.062 -2.131 -0.151
H: -2.026 -3.220 2.727
H: -1.705 -2.440 4.712
H: -0.851 -0.637 6.164
H: 0.288 1.343 5.107
H: 0.499 1.388 2.652
H: -2.699 -4.683 1.287
H: -2.850 -5.422 -1.063
H: -1.813 -3.996 -2.858
H: -0.698 -1.902 -2.182

The energy comes out at -39556.4257 eV. The calculation puts the LUMO energy (alpha / beta) at -10.4 / -15.2 eV. The spin multiplicity is 6. Its net charge is +4. The expectation value of S² is 8.80. The HOMO energy (alpha / beta) comes out at -19.28 / -19.29 eV.

Here is what natural (NBO) gives for the atomic charges, in e: 1.35 -0.41 -0.32 -0.23 -0.23 -0.28 -0.43 0.59 -0.44 -0.28 -0.24 -0.66 0.58 -0.15 -0.44 -0.26 -0.26 -0.11 -0.45 0.27 0.19 0.22 0.25 0.25 0.25 0.26 0.27 0.24 0.22 0.25 0.26 0.24 0.23 0.25 0.28 0.24 0.29 0.29 0.30 0.31 0.28 0.27 0.26 -0.56 0.41 -0.25 -0.07 -0.22 0.02 -0.61 0.41 -0.25 -0.07 -0.22 0.03 -0.61 0.44 0.26 0.28 0.28 0.21 0.26 0.28 0.27 0.21

***

Look up the energy of the fourth one.
-10941.4982 eV